No. 1
Density functional theory data (ωB97M-V/def2-TZVPD) for a 10-piece molecular cluster, C50H70O30 overall at a distorted geometry.

Each line ends with the Löwdin charge.
Geometry (Å):
C: -2.49063 1.80543 -0.26643  -0.1045
O: -1.67753 0.80569 -0.82981  -0.1814
C: -0.37304 1.38366 -0.75493  -0.1791
C: 0.71007 0.31575 -0.92700  -0.1822
O: 0.85292 -0.61133 0.11236  -0.2004
C: 2.05238 -1.36057 0.10212  -0.0623
H: -2.16224 2.02952 0.74847  0.0968
H: -3.55918 1.59398 -0.30649  0.0962
H: -2.32302 2.75074 -0.78256  0.0826
H: -0.03612 1.86335 0.16403  0.1366
H: -0.32430 2.19795 -1.47788  0.1133
H: 1.66117 0.70243 -1.29306  0.1251
H: 0.38461 -0.41072 -1.67159  0.1222
H: 2.90667 -0.77925 0.44906  0.0901
H: 2.23882 -1.92021 -0.81448  0.0797
H: 1.96432 -2.17417 0.82212  0.0813
C: 6.22233 0.04300 -1.32025  -0.0470
O: 7.02248 -1.13108 -1.80739  -0.1826
C: 6.74483 -2.34532 -1.17542  -0.2030
C: 6.90956 -2.35208 0.41950  -0.2011
O: 8.18648 -1.85929 0.88762  -0.1910
C: 8.27240 -2.04546 2.31345  -0.0891
H: 6.30299 0.98462 -1.86334  0.0702
H: 6.68881 0.29374 -0.36755  0.0805
H: 5.15816 -0.17975 -1.24262  0.0659
H: 7.54414 -3.01267 -1.49766  0.1244
H: 5.82386 -2.87448 -1.42017  0.1000
H: 6.80327 -3.39976 0.70088  0.1047
H: 6.07767 -1.85974 0.92313  0.0911
H: 9.30703 -1.79223 2.54480  0.0900
H: 7.99284 -3.03473 2.67579  0.0850
H: 7.60336 -1.28289 2.71215  0.0826
C: -8.96654 5.97049 1.77130  -0.0707
O: -8.01053 5.28448 0.92045  -0.2212
C: -8.10991 3.86020 0.82621  -0.2152
C: -6.97202 2.98581 1.26069  -0.1984
O: -5.84900 2.97033 0.42043  -0.1912
C: -5.16999 4.11379 0.10652  -0.1123
H: -9.98410 5.74348 1.45328  0.0777
H: -8.78302 7.04290 1.70534  0.0906
H: -8.90972 5.46873 2.73727  0.0847
H: -8.26666 3.69725 -0.24008  0.1293
H: -9.08156 3.57425 1.22898  0.1236
H: -7.49322 2.03933 1.40434  0.1308
H: -6.69814 3.40241 2.22998  0.1254
H: -4.59210 4.42137 0.97804  0.0927
H: -5.87691 4.84552 -0.28456  0.0929
H: -4.46276 3.81435 -0.66695  0.0736
C: -2.17196 3.52430 4.22683  -0.1287
O: -2.62456 2.38375 3.58665  -0.2169
C: -4.05104 2.19512 3.67861  -0.1555
C: -4.36384 0.83029 3.03335  -0.1738
O: -5.72637 0.53181 3.40771  -0.1909
C: -6.21788 -0.58685 2.66877  -0.1007
H: -2.79989 4.32833 3.84298  0.0810
H: -1.14639 3.71296 3.90951  0.0932
H: -2.34750 3.49026 5.30207  0.0940
H: -4.54289 2.93427 3.04629  0.1030
H: -4.43737 2.17464 4.69765  0.1356
H: -3.73871 0.04855 3.46485  0.1194
H: -4.23358 0.93851 1.95659  0.1017
H: -7.26190 -0.86429 2.81418  0.0901
H: -5.61450 -1.47963 2.83302  0.0758
H: -6.08897 -0.35386 1.61180  0.0780
C: 0.58848 3.49003 -7.72946  -0.0922
O: -0.52539 2.70185 -7.30805  -0.1790
C: -0.22550 1.26865 -7.25196  -0.1571
C: -1.28490 0.67915 -6.33930  -0.1970
O: -1.06072 1.04247 -5.00244  -0.2215
C: -2.19983 0.75004 -4.26608  -0.0834
H: 0.63887 3.31886 -8.80475  0.0965
H: 1.50002 3.03511 -7.34186  0.0749
H: 0.57202 4.56661 -7.55969  0.0903
H: 0.74217 0.94381 -6.86962  0.1107
H: -0.27096 0.83496 -8.25093  0.1357
H: -1.20666 -0.39910 -6.47844  0.1315
H: -2.21982 1.15062 -6.64217  0.1401
H: -2.77192 1.67546 -4.33253  0.1026
H: -1.93078 0.57344 -3.22467  0.0859
H: -2.87631 -0.05309 -4.55842  0.1103
C: 3.27925 3.36303 -4.58488  0.1820
C: 3.61686 4.69940 -4.77579  -0.1305
C: 2.57855 5.79365 -4.86783  -0.2112
O: 2.70279 6.99029 -5.31068  0.1300
C: 1.25241 5.25587 -4.43548  0.1939
C: 0.91562 3.95026 -4.33962  -0.1450
C: 1.91061 2.87682 -4.47635  -0.3001
O: 1.64737 1.69527 -4.26144  0.1627
O: -0.35939 3.58040 -4.11124  0.2183
O: 4.90149 5.10992 -4.79138  0.1762
H: 4.03139 2.61171 -4.39460  0.1582
H: 0.51202 6.00854 -4.20806  0.1637
H: -0.49272 2.67757 -4.40911  0.0827
H: 5.03467 6.04955 -4.93615  0.1418
C: 2.70262 -3.31538 -3.15076  0.0738
C: 3.30561 -2.27666 -3.75383  -0.1991
C: 2.57939 -1.43232 -4.69832  -0.3223
O: 3.04602 -0.42240 -5.22350  0.0780
C: 1.21387 -1.82360 -4.99924  0.0824
C: 0.62823 -2.74320 -4.23905  -0.1839
C: 1.26333 -3.49499 -3.14071  -0.3017
O: 0.65504 -4.29017 -2.40316  0.1135
O: -0.69821 -3.10780 -4.41943  0.0826
O: 4.65130 -1.99866 -3.62883  0.0906
H: 3.33492 -3.77044 -2.40275  0.1378
H: 0.76387 -1.21716 -5.77133  0.1161
H: -1.11740 -3.46141 -3.63150  0.0910
H: 4.94323 -1.38747 -4.30914  0.1124
C: 4.13831 -5.01850 4.16786  0.0619
C: 3.84346 -5.08674 5.46203  -0.2119
C: 4.00908 -3.93225 6.39206  -0.3171
O: 4.25268 -3.94865 7.59048  0.1434
C: 3.97555 -2.64474 5.69868  0.0732
C: 4.08804 -2.54581 4.31949  -0.1525
C: 4.30149 -3.75588 3.41294  -0.3043
O: 4.62179 -3.67813 2.23857  0.0933
O: 3.81428 -1.27152 3.78976  0.0441
O: 3.63394 -6.25462 6.15213  0.1048
H: 4.11156 -5.90000 3.54445  0.1321
H: 3.74311 -1.72750 6.21930  0.1338
H: 3.70860 -1.20769 2.83773  0.0835
H: 3.62179 -7.00155 5.54918  0.1172
C: 0.29532 -2.74708 5.15189  0.0742
C: 0.11887 -2.08109 6.28823  -0.2215
C: -0.27022 -0.66013 6.32581  -0.2960
O: -0.50232 0.00745 7.33848  0.1105
C: -0.37591 -0.03233 4.99144  0.0800
C: -0.13617 -0.69421 3.85031  -0.2100
C: 0.32458 -2.15005 3.79528  -0.3062
O: 0.58234 -2.76182 2.79011  0.1171
O: -0.09558 0.02522 2.71650  0.0803
O: 0.31032 -2.68716 7.49572  0.1084
H: 0.63515 -3.77049 5.09225  0.1335
H: -0.67229 1.00419 4.92684  0.1215
H: 0.02313 -0.54030 1.94989  0.0591
H: 0.32568 -1.97077 8.13459  0.1076
C: -1.73642 -4.70343 0.14694  0.0933
C: -2.09442 -5.20106 1.38372  -0.1619
C: -2.65796 -4.46631 2.53228  -0.3076
O: -3.00451 -4.98623 3.63525  0.0880
C: -2.62440 -3.08080 2.26860  0.0261
C: -2.25692 -2.46094 1.14068  -0.1845
C: -1.76856 -3.22123 -0.11840  -0.2094
O: -1.40734 -2.73821 -1.23304  0.0555
O: -2.15410 -1.11832 1.12842  0.0864
O: -2.07040 -6.57062 1.68369  0.0699
H: -1.49145 -5.37087 -0.66603  0.1236
H: -2.93046 -2.38050 3.03168  0.1327
H: -1.88446 -0.74251 0.28719  0.0730
H: -2.50848 -6.81344 2.50267  0.1006

The net charge is +1. For the total energy, the calculation gives -114386.5331 eV. The orbital gap (alpha / beta) comes out at 4.212 / 2.150 eV. Its spin multiplicity is 2. The value obtained for the highest occupied orbital energy (alpha / beta) is -0.394 / -0.394 hartree.

---

No. 2
Density functional theory data (ωB97M-V/def2-TZVPD) for a 3-piece molecular cluster, C50H74ClNO9 overall at a distorted geometry.

Each line ends with the Löwdin charge.
Geometry (Å):
C: 5.12338 -2.34008 -1.57573  -0.0992
C: 4.21394 -1.91189 -0.38099  -0.1783
C: 4.84575 -2.25416 1.01715  -0.2193
O: 4.89050 -1.15140 1.91696  -0.1278
C: 6.25025 -0.74444 2.12723  -0.1534
C: 6.85540 -0.13622 0.84233  -0.1185
C: 7.79241 -0.86861 0.12914  -0.5481
Cl: 8.31988 -2.46061 0.68509  0.7196
C: 8.38000 -0.43736 -1.03672  -0.0894
C: 8.05579 0.81502 -1.50250  -0.0051
C: 7.15441 1.57005 -0.80468  -0.0824
C: 6.51770 1.14648 0.36297  -0.0054
C: 5.54812 2.11594 1.02802  -0.2230
O: 5.30730 2.08187 2.21498  0.1263
C: 4.90447 3.21221 0.17564  -0.0595
C: 3.72204 3.82888 0.52227  0.0349
C: 3.19641 4.84670 -0.27972  -0.1286
C: 1.91242 5.51661 0.23840  -0.1091
C: 0.60207 4.79754 -0.20521  -0.1986
C: -0.13030 3.95251 0.85659  -0.3359
C: 0.44980 2.50301 0.84560  -0.0554
C: -1.62440 3.94138 0.40239  -0.1924
C: -1.80873 3.48886 -1.06303  -0.1812
C: -3.29747 3.19761 -1.35771  -0.0950
C: -3.76238 2.76588 -2.55916  -0.3269
C: -3.54248 3.51550 -3.87306  -0.0575
C: -4.53037 1.42272 -2.60364  -0.0553
C: 3.82096 5.24935 -1.46516  -0.0741
C: 3.18873 6.39309 -2.27231  -0.0623
C: 2.24767 6.00060 -3.40689  -0.1873
C: 0.88275 5.84893 -3.23524  -0.0439
C: 0.03476 5.53170 -4.27856  -0.0851
C: 0.52014 5.33025 -5.55307  -0.0881
C: 1.88085 5.47699 -5.74766  -0.0941
C: 2.70826 5.81180 -4.70063  -0.0775
C: 5.02179 4.60757 -1.82521  -0.0959
C: 5.73036 5.00570 -3.11369  -0.1113
C: 5.98871 3.84859 -4.11531  -0.1621
C: 4.74827 3.30923 -4.84901  -0.2802
N: 3.64028 2.96902 -3.96250  0.0287
C: 5.54768 3.63317 -0.99739  -0.0541
C: 6.85543 2.97558 -1.28525  -0.2685
O: 7.75980 3.54001 -1.86696  0.0962
H: 5.65135 -1.47914 -2.00666  0.0588
H: 4.54188 -2.77588 -2.39907  0.0660
H: 5.88350 -3.07379 -1.27631  0.0604
H: 3.22385 -2.35054 -0.53730  0.0827
H: 4.13158 -0.81824 -0.44046  0.1018
H: 5.81064 -2.75953 0.88429  0.0625
H: 4.17135 -2.99445 1.47870  0.1078
H: 6.31760 -0.03290 2.94808  0.1251
H: 6.79278 -1.66667 2.37290  0.0765
H: 9.10769 -1.04908 -1.56288  0.1150
H: 8.53028 1.17670 -2.41041  0.1314
H: 3.25194 3.51785 1.45355  0.1259
H: 1.98599 5.43770 1.33493  0.1139
H: 1.89803 6.59055 0.02817  0.1022
H: -0.09868 5.60553 -0.48201  0.0978
H: 0.79911 4.24592 -1.13181  0.1065
H: -0.07841 4.43607 1.83959  0.1323
H: 1.13690 2.42143 -0.00745  0.0726
H: -0.30940 1.73369 0.70987  0.0676
H: 1.02817 2.35333 1.76647  0.0742
H: -2.00513 4.97795 0.44383  0.1162
H: -2.24080 3.34911 1.09336  0.1122
H: -1.26854 2.54680 -1.22825  0.1159
H: -1.49681 4.26112 -1.78300  0.0966
H: -4.01812 3.34069 -0.53997  0.1085
H: -4.06382 4.47943 -3.83844  0.0807
H: -2.47502 3.69914 -4.07823  0.0571
H: -3.97917 2.93584 -4.69795  0.0684
H: -5.59414 1.63735 -2.38543  0.0800
H: -4.13482 0.82047 -1.79145  0.0640
H: -4.41004 0.96042 -3.58919  0.0730
H: 2.62843 7.04193 -1.59091  0.1041
H: 3.98280 7.03155 -2.68331  0.1203
H: 0.41412 6.00967 -2.26865  0.0857
H: -1.03974 5.44360 -4.12412  0.0891
H: -0.09522 5.07343 -6.41168  0.1051
H: 2.35130 5.33781 -6.72130  0.1078
H: 3.76812 5.94894 -4.90324  0.0983
H: 6.71405 5.41089 -2.83406  0.1213
H: 5.20948 5.82511 -3.61351  0.0817
H: 6.65199 4.25849 -4.89415  0.1203
H: 6.51842 2.99266 -3.69276  0.0917
H: 5.07277 2.37378 -5.35382  0.1056
H: 4.43864 3.97054 -5.67033  0.0908
H: 2.92324 2.43713 -4.43738  0.0762
H: 3.94444 2.48672 -3.12611  0.0688
C: -3.06970 -5.75179 4.52955  -0.1085
O: -2.44782 -5.28854 3.35139  -0.2000
C: -3.38617 -5.01729 2.32105  -0.1994
C: -2.82013 -4.01862 1.33432  -0.1775
O: -2.87414 -2.67063 1.79305  -0.1279
C: -1.95058 -2.31002 2.80803  -0.1837
C: -0.52812 -2.17216 2.31134  -0.2060
O: 0.06088 -3.44425 2.15413  -0.1949
C: 1.11871 -3.43920 1.22288  -0.1128
H: -3.58560 -6.70177 4.35147  0.0843
H: -2.29485 -5.90368 5.27964  0.0870
H: -3.77916 -5.00843 4.91095  0.0876
H: -4.31758 -4.62400 2.74377  0.1215
H: -3.59718 -5.96309 1.80476  0.1291
H: -3.44895 -4.04232 0.44072  0.1266
H: -1.80998 -4.28912 1.02240  0.1195
H: -2.01394 -2.99058 3.65816  0.1211
H: -2.27700 -1.32703 3.15887  0.1269
H: 0.06042 -1.60980 3.04773  0.1301
H: -0.52618 -1.62977 1.35875  0.1258
H: 0.75721 -3.12003 0.23739  0.0892
H: 1.49806 -4.45676 1.13552  0.0942
H: 1.93397 -2.78348 1.54799  0.0731
C: -9.27143 -6.16347 6.59040  -0.1130
O: -9.27255 -6.02106 5.18726  -0.2017
C: -8.43245 -4.96379 4.75173  -0.2016
C: -7.99575 -5.18382 3.31832  -0.1776
O: -6.94134 -6.12975 3.18078  -0.1419
C: -7.28417 -7.49721 3.37105  -0.1799
C: -8.08004 -8.09132 2.22666  -0.2024
O: -9.44051 -7.69812 2.30695  -0.2013
C: -10.08270 -7.73137 1.05169  -0.1132
H: -9.66794 -5.26427 7.07475  0.0880
H: -9.90727 -7.01078 6.84154  0.0879
H: -8.25954 -6.37040 6.95776  0.0875
H: -7.54682 -4.88778 5.39382  0.1262
H: -9.00679 -4.03000 4.81752  0.1285
H: -7.58333 -4.24202 2.94798  0.1269
H: -8.83989 -5.43781 2.67558  0.1212
H: -7.78404 -7.65030 4.32859  0.1215
H: -6.32889 -8.02599 3.42078  0.1240
H: -8.03989 -9.18696 2.28664  0.1280
H: -7.64044 -7.76625 1.27616  0.1275
H: -9.58928 -7.05392 0.34518  0.0879
H: -11.10952 -7.39696 1.18998  0.0880
H: -10.09261 -8.74906 0.64517  0.0880

For the total energy, the calculation gives -85484.2279 eV. Its SMILES is CCCOCc1c(Cl)ccc2c1C(=O)c1cc(CC[C@H](C)CCC=C(C)C)c(Cc3ccccc3)c(CCCN)c1C2=O.COCCOCCOC.COCCOCCOC. The orbital gap comes out at 6.689 eV. The value obtained for the highest occupied orbital energy is -0.272 hartree.